{"formula": "C21H32F5N3O9S", "method": "wB97M-V/def2-TZVPD", "smiles": "CCCC[C@@](N)(C#N)[C@](C#N)(C[C@@H]1CO1)S(=O)(=O)C(F)(F)C(F)(F)F.CCOC(=O)OC.CCOC(=O)OC", "orbital_gap_ev": 9.406, "total_charge": 0, "total_energy_ha": -2557.75048, "species": ["S", "F", "F", "F", "F", "F", "O", "O", "O", "O", "O", "O", "O", "O", "O", "N", "N", "N", "C", "C", "C", "C", "C", "C", "C", "C", "C", "C", "C", "C", "C", "C", "C", "C", "C", "C", "C", "C", "C", "H", "H", "H", "H", "H", "H", "H", "H", "H", "H", "H", "H", "H", "H", "H", "H", "H", "H", "H", "H", "H", "H", "H", "H", "H", "H", "H", "H", "H", "H", "H", "H"], "positions_angstrom": [[-4.75040, 1.28410, 0.65128], [-7.03227, -0.36656, 2.10494], [-7.91369, 1.41921, 3.46777], [-5.41716, 3.04892, 2.77702], [-7.10930, 2.57807, 1.04395], [-5.64251, 0.62844, 3.92200], [6.86296, -4.29420, -0.87131], [6.55365, -2.14704, -1.62189], [-5.61621, 0.47028, -0.38903], [8.04393, -2.50389, -0.04928], [0.56264, -5.39625, -0.75271], [-1.26404, -4.52189, -1.60132], [0.76219, -3.62697, -2.20373], [-5.72182, 5.21198, 0.73194], [-3.91410, 0.23194, 1.42342], [-1.78092, 2.60466, -2.14645], [-5.25425, 3.18907, -2.83006], [-3.15766, -0.83315, -2.02763], [2.43622, -4.37141, 0.39761], [-3.74141, 2.49540, -0.34893], [0.08954, -4.43848, -1.58716], [-3.25730, 3.84470, 0.43382], [1.98501, -5.43213, -0.59082], [-4.64382, 2.88682, -1.70212], [8.77154, -3.37613, 0.82275], [-2.64347, 0.28258, -1.59877], [-4.35326, 5.17531, -0.02245], [-5.96901, 2.03251, 1.85380], [-6.66390, 0.86920, 2.83484], [-1.89787, -3.51552, -2.38745], [5.61231, -2.65416, -2.56488], [0.46493, 2.88609, 1.76232], [0.04866, 2.59120, 0.16972], [-2.34913, 1.80137, -0.96419], [-0.44444, 4.07167, 2.44892], [9.89393, -4.06823, 0.06980], [-4.62845, 6.32752, 1.24697], [-1.21392, 1.54551, 0.22761], [7.12253, -3.10129, -0.84400], [-3.27628, 3.79638, 1.60008], [-3.98319, 5.96784, 2.15619], [0.27362, 1.88150, 2.37334], [-1.79182, -2.54148, -1.90007], [-1.67692, 3.61400, -1.90393], [-1.48826, 3.69227, 2.85836], [5.10951, -1.80353, -3.03342], [6.13371, -3.22030, -3.34282], [1.00244, 2.18006, -0.38882], [2.23653, -6.42391, -0.20020], [-0.19017, 3.63580, -0.30066], [-0.76084, 0.45170, 0.07399], [-1.66527, 1.55256, 1.30711], [-0.57565, 5.00621, 1.75690], [2.23796, -3.36534, 0.01486], [4.85430, -3.27475, -2.07657], [3.50778, -4.45888, 0.59764], [-1.48943, -3.48709, -3.40261], [1.59982, 3.13587, 1.89988], [10.51121, -4.65948, 0.75193], [9.49847, -4.73492, -0.70292], [-4.89937, 7.42801, 0.95697], [1.88913, -4.46564, 1.34122], [2.49349, -5.32799, -1.55613], [10.52777, -3.33421, -0.43818], [-2.23172, 4.29157, 0.09196], [0.15421, 4.45045, 3.40306], [-4.27709, 5.61146, -1.19628], [8.10248, -4.09807, 1.30479], [9.19643, -2.75198, 1.61609], [-2.96261, -3.75634, -2.45264], [-0.88994, 2.17896, -2.49542]], "atomic_forces_ev_per_a": [[-0.66, -9.26, -2.82], [1.52, 4.60, 3.00], [4.66, -2.02, -2.27], [-1.66, -2.98, -3.10], [3.91, -1.40, 2.70], [-3.92, 0.40, -3.76], [0.27, 1.65, 0.08], [0.50, -0.61, 0.80], [2.73, 4.41, 3.82], [-0.96, -0.18, -0.54], [-0.49, 0.46, -0.76], [1.41, -0.32, 0.08], [-0.79, -1.06, 0.76], [5.30, 2.07, -0.65], [-1.96, 4.92, -1.59], [-0.97, -0.50, 1.51], [5.88, -2.85, 10.95], [4.82, 10.44, 3.86], [-0.09, 0.30, 0.03], [1.03, 2.21, -2.68], [-0.05, 0.34, -0.04], [-2.04, 2.80, -0.65], [0.61, 0.09, 0.19], [-4.05, 1.88, -7.66], [0.47, -0.45, 0.31], [-4.92, -6.74, -2.60], [-0.89, 2.09, 2.68], [-3.32, 2.62, 1.40], [-0.64, -1.12, 1.56], [-0.28, 0.46, -0.27], [-0.43, -0.14, -0.41], [-0.44, -0.49, 0.14], [0.58, 0.50, 1.47], [1.36, -2.24, -0.48], [0.70, 0.01, 0.96], [-0.02, -0.11, -0.31], [0.02, -4.13, -3.43], [0.76, -0.46, -0.11], [0.11, -0.49, -0.07], [-0.07, -0.26, -2.35], [-1.91, 1.15, -1.53], [0.50, 2.15, -1.28], [0.09, -0.39, -0.27], [0.13, -1.39, -0.26], [2.17, 0.74, -1.05], [0.28, -0.01, 0.26], [-0.14, -0.05, 0.19], [-2.15, 0.60, 1.03], [-0.37, 0.11, -0.10], [0.31, -2.05, 0.80], [-1.17, 2.41, 0.31], [0.60, 0.06, -2.19], [0.17, -1.84, 1.17], [0.08, -0.16, -0.06], [0.25, 0.02, -0.09], [-0.10, -0.04, -0.03], [0.06, 0.04, 0.24], [-2.19, -0.34, -0.50], [-0.08, 0.09, -0.05], [-0.02, 0.04, 0.20], [0.54, -2.50, 0.78], [0.12, -0.13, -0.10], [-0.25, 0.11, 0.11], [-0.04, -0.03, 0.21], [-1.86, -1.44, 0.55], [-1.35, -0.77, -1.97], [-0.54, -1.58, 3.47], [0.00, 0.13, -0.28], [-0.25, 0.15, -0.29], [0.28, -0.11, 0.23], [-1.17, 0.61, 0.76]]}

***

{"formula": "C3H37O16", "method": "wB97M-V/def2-TZVPD", "orbital_gap_ev": 7.774, "total_charge": -1, "total_energy_ha": -1340.37640, "species": ["O", "O", "O", "O", "O", "O", "O", "O", "O", "O", "O", "O", "O", "O", "O", "O", "C", "C", "C", "H", "H", "H", "H", "H", "H", "H", "H", "H", "H", "H", "H", "H", "H", "H", "H", "H", "H", "H", "H", "H", "H", "H", "H", "H", "H", "H", "H", "H", "H", "H", "H", "H", "H", "H", "H", "H"], "positions_angstrom": [[-12.78600, -23.13000, 2.40900], [-11.88100, -25.98100, 3.71400], [-13.52600, -26.56300, 5.76500], [-9.26700, -24.18100, 2.42100], [-10.66900, -23.91300, 5.04200], [-7.00800, -29.72200, 4.96600], [-11.18400, -27.79500, -0.40800], [-14.53800, -26.13900, 3.01400], [-14.20400, -23.84400, 4.92900], [-8.53300, -29.30600, 2.45900], [-11.56400, -25.06800, 1.17000], [-9.09600, -29.58700, -0.40200], [-9.04400, -27.32000, 7.72900], [-8.26900, -25.18900, 6.20900], [-13.81200, -27.13400, 0.14700], [-8.81300, -26.68100, 0.54000], [-10.28800, -27.66700, 4.65000], [-11.96300, -28.13300, 2.80700], [-10.99500, -27.12700, 3.44000], [-9.44300, -27.01000, 5.00600], [-11.56200, -25.53300, 2.01200], [-10.30700, -27.40500, -0.21700], [-9.71200, -27.88300, 7.35000], [-11.84300, -27.23700, -0.01300], [-8.39200, -26.96300, -0.24400], [-10.95500, -27.77800, 5.52200], [-10.25400, -26.82200, 2.69300], [-12.94500, -26.56800, 5.00000], [-9.96800, -28.74800, 4.48000], [-8.61900, -25.97600, 6.59400], [-10.20000, -24.48700, 5.61500], [-9.48800, -26.78300, 8.41500], [-7.85000, -28.70400, 2.55800], [-13.80600, -27.60800, 0.97700], [-9.37400, -24.94800, 3.00400], [-14.74800, -25.45200, 2.36600], [-12.48300, -27.58400, 2.04100], [-13.59700, -26.17500, 3.14600], [-8.25700, -26.85100, 1.26800], [-10.01000, -29.27500, -0.27100], [-11.97900, -24.28600, 1.55800], [-12.54900, -22.27400, 2.74700], [-11.03500, -24.57600, 4.43400], [-12.65900, -28.54800, 3.58600], [-7.70200, -24.81800, 6.85800], [-11.41600, -29.02500, 2.36100], [-9.26600, -28.73000, 2.31400], [-9.76900, -24.38400, 1.63100], [-8.89600, -29.83100, 0.52900], [-7.16300, -29.35200, 5.83800], [-13.52500, -23.41100, 5.31700], [-7.86400, -29.68500, 4.59500], [-14.11200, -24.75300, 5.15300], [-14.51900, -27.56700, -0.28300], [-13.22300, -23.53500, 3.19100], [-12.87300, -26.37100, 6.41100]], "atomic_forces_ev_per_a": [[-0.96, -0.11, 0.67], [1.90, -1.59, 0.18], [-1.21, -0.43, 0.43], [1.05, 0.04, 0.55], [-0.78, 0.91, -0.25], [1.28, 0.02, 0.88], [1.33, -0.79, -0.51], [-2.03, -0.19, -0.41], [-3.50, -0.20, -2.40], [-1.22, -2.20, -0.06], [0.21, -0.21, -0.78], [-0.20, -0.40, 1.18], [0.15, 0.55, 0.95], [-0.27, 0.70, -1.48], [0.61, 0.52, 0.40], [-1.77, 1.07, 0.01], [0.90, -0.99, 1.31], [1.19, -1.81, 0.59], [-2.74, 1.41, 0.08], [-0.63, -0.82, -0.67], [0.00, -0.70, 0.67], [-0.98, 0.16, 0.21], [-0.53, -0.29, -0.22], [-0.55, 0.74, 0.15], [1.07, -0.70, -1.19], [-0.27, 0.30, -0.37], [0.21, -0.08, -0.18], [0.58, 0.31, -1.61], [0.11, 1.39, 0.06], [-0.23, -1.13, 0.64], [1.14, -0.44, 1.14], [0.21, -0.53, -0.52], [2.58, 1.56, 0.40], [0.01, 0.15, 0.68], [-0.16, 0.55, -0.22], [0.48, -0.25, 0.21], [-0.07, -0.22, -0.07], [1.51, 0.49, 0.05], [1.15, -0.17, 1.04], [-0.08, 0.10, -0.62], [-0.19, 0.73, -0.54], [0.45, 0.59, 0.01], [-0.73, -0.23, -0.64], [0.46, 0.58, -0.71], [0.78, 0.55, 0.81], [-0.69, 0.86, 0.24], [-1.35, 0.55, -0.23], [-0.56, -0.40, -0.31], [0.39, 0.08, -0.83], [0.31, 0.10, 0.25], [3.52, 2.02, 2.08], [-1.58, -0.10, -1.18], [0.17, -1.73, 0.29], [-1.18, -0.56, -1.19], [0.04, -0.14, -0.33], [0.69, 0.39, 1.37]]}

***

{"formula": "C4H11N3O2", "method": "wB97M-V/def2-TZVPD", "smiles": "C=CN(N)N.CC(=O)O", "orbital_gap_ev": 9.333, "total_charge": 0, "total_energy_ha": -473.59460, "species": ["O", "O", "N", "N", "N", "C", "C", "C", "C", "H", "H", "H", "H", "H", "H", "H", "H", "H", "H", "H"], "positions_angstrom": [[1.80374, 0.51441, -1.54787], [1.41339, -1.37164, -0.08132], [-0.92335, 0.89831, -1.65924], [-1.05872, 1.04397, 0.75429], [-0.70013, 0.30100, -0.39633], [-1.79022, -1.69322, 0.63291], [-1.02924, -1.17347, -0.35513], [2.02046, 0.86512, 0.82431], [1.48083, 0.23202, -0.42169], [-1.32713, 1.81568, -1.50083], [-0.03053, 1.02704, -2.13664], [-2.61004, -2.33999, 0.36806], [1.67235, -1.85746, -0.87969], [1.37788, 1.70470, 1.10227], [-0.44583, 0.85758, 1.54551], [-1.24600, -1.47129, -1.37101], [3.02407, 1.22863, 0.61177], [-1.94650, 0.67574, 1.11443], [1.94094, 0.24743, 1.71316], [-1.62596, -1.50456, 1.68306]], "atomic_forces_ev_per_a": [[-0.97, 0.33, 0.59], [0.11, 2.57, -0.33], [-0.91, -0.09, 0.30], [-0.78, -0.06, -0.26], [2.63, -1.98, 1.40], [1.03, 0.15, -0.45], [-3.35, 2.87, -0.24], [-1.48, 0.85, 0.60], [1.99, -4.15, -0.37], [-0.08, -0.14, 0.12], [0.26, -0.07, 0.33], [0.54, -0.93, 0.03], [-0.10, 0.48, -0.03], [0.31, 0.45, -0.38], [0.51, -0.08, -0.58], [0.38, -0.18, -0.15], [-0.07, -0.18, 0.12], [-0.15, 0.14, -0.50], [0.45, -0.53, -0.28], [-0.31, 0.52, 0.07]]}

***

What energy relative to the best compared isomer or geometry (same formula, charge and spin) values result from the calculations? In sequence: 620.6 259.6 546.5 kJ/mol.
What highest occupied orbital energy values result from the calculations? In sequence: -10.60 -5.83 -8.54 eV.
What molar mass values result from the calculations? In sequence: 597.56 329.31 133.15 g mol⁻¹.